ORCA calculation (wB97M-V/def2-TZVPD) on the molecule C16H25NO2.

The geometry in XYZ format:
```
44
Properties=species:S:1:pos:R:3:forces:R:3
C -4.330960 -2.661837 0.322839 -0.19 -0.13 0.09
O -3.316703 -1.781109 -0.085524 0.20 0.41 -0.10
C -3.559208 -0.439381 -0.018173 0.20 -0.11 -0.05
C -4.728268 0.136111 0.446225 0.04 -0.24 -0.01
C -4.868471 1.517635 0.479348 0.01 0.17 -0.01
C -3.840323 2.324891 0.046697 -0.17 0.04 0.07
C -2.660970 1.762124 -0.423098 0.22 -0.15 -0.11
C -2.502675 0.387352 -0.465040 -0.08 -0.19 0.03
O -1.410800 -0.278142 -0.932015 -0.38 -0.13 0.10
C -0.215758 0.429010 -1.187300 0.44 0.40 0.08
C 0.504429 0.862974 0.091737 -0.35 -0.25 -0.03
C 0.831144 -0.321757 1.000901 0.15 0.06 -0.13
C 1.985869 -1.170501 0.462537 -0.17 0.07 0.14
N 3.153976 -0.367920 0.143844 0.05 -0.22 -0.03
C 4.039340 -1.019681 -0.802626 0.07 0.15 -0.28
C 5.121151 -0.047210 -1.263729 0.11 -0.28 0.12
C 5.928581 0.442819 -0.067528 -0.16 0.21 -0.11
C 4.973287 1.046960 0.954759 0.11 -0.24 0.14
C 3.894454 0.033905 1.325431 -0.01 0.35 0.04
H -3.929570 -3.662831 0.171422 -0.07 0.05 0.03
H -4.580090 -2.529794 1.381670 0.00 0.00 -0.05
H -5.238096 -2.542360 -0.279424 0.03 0.01 0.03
H -5.542508 -0.481294 0.791062 -0.04 -0.11 0.02
H -5.786860 1.949085 0.847236 -0.07 0.04 0.03
H -3.941604 3.399335 0.069627 -0.01 0.09 0.00
H -1.871578 2.414504 -0.761152 0.12 0.00 -0.03
H -0.402146 1.295079 -1.835330 0.01 -0.13 0.00
H 0.403472 -0.279951 -1.740882 -0.05 0.10 -0.04
H -0.128652 1.564782 0.638072 0.04 0.07 -0.03
H 1.431638 1.364650 -0.185526 -0.03 0.10 -0.02
H 1.077576 0.053080 1.995663 -0.05 -0.05 0.05
H -0.050180 -0.958752 1.094677 -0.01 -0.01 0.13
H 2.223431 -1.963913 1.194187 0.00 -0.01 -0.12
H 1.658230 -1.662387 -0.455653 0.05 -0.06 0.01
H 4.516573 -1.915734 -0.361474 -0.04 -0.01 -0.03
H 3.447933 -1.342539 -1.663720 0.01 -0.06 0.07
H 5.769667 -0.540593 -1.989905 -0.01 0.02 -0.06
H 4.642087 0.803760 -1.750715 -0.02 0.02 -0.08
H 6.461891 -0.398205 0.382867 0.07 -0.02 0.02
H 6.668037 1.181424 -0.382808 0.06 -0.04 0.03
H 5.513147 1.350380 1.853635 -0.02 0.06 0.02
H 4.494540 1.929047 0.526250 -0.03 0.08 0.04
H 4.364321 -0.840014 1.817433 -0.07 0.01 0.00
H 3.200630 0.486775 2.035526 0.02 -0.06 0.05
```
Positions in Å, forces in eV/Å.

As for the orbital gap: 0.328 Eh. As for the largest force on an atom: 0.6 eV/Å. The calculation puts the electronic energy at -829.87930 Ha. As for the structure (SMILES): COc1ccccc1OCCCCN1CCCCC1. The HOMO energy comes out at -8.0 eV. Its total charge is 0.

=====

ORCA calculation (wB97M-V/def2-TZVPD) on a structure of composition C16H25O5ReS4Sb.

The geometry in XYZ format:
```
52
Properties=species:S:1:pos:R:3:forces:R:3
Re -0.268563 -2.150308 -0.120251 0.16 -0.65 -0.19
C 1.548541 -2.851954 2.263845 0.00 0.04 -0.02
O 1.010694 -3.252156 0.948148 0.12 0.36 0.24
C 0.964211 -4.711410 0.755083 -0.09 -0.12 -0.19
C 0.830587 -4.931315 -0.730049 -0.01 0.04 0.16
O -0.248565 -4.055710 -1.139179 -0.24 0.09 -0.08
C -0.400062 -3.839289 -2.566275 0.03 0.19 0.06
C 0.535852 -2.723952 -2.969946 0.11 -0.06 -0.01
O 0.369243 -1.599154 -2.018656 -0.53 -0.16 0.16
C 0.151057 -0.290609 -2.663489 0.18 0.03 0.01
H 2.562026 -3.235505 2.341247 0.02 -0.02 -0.02
H 1.538103 -1.767215 2.276316 0.00 0.00 0.01
H 0.903420 -3.265493 3.036375 0.00 -0.01 -0.02
H 1.886491 -5.138406 1.143341 0.04 0.03 0.00
H 0.108571 -5.088360 1.315473 -0.02 0.02 0.00
H 1.752083 -4.669283 -1.253009 0.01 0.02 -0.02
H 0.552396 -5.960305 -0.954482 0.04 -0.03 0.02
H -0.196919 -4.760002 -3.112052 0.07 0.00 -0.02
H -1.445106 -3.567894 -2.706332 -0.01 -0.01 0.00
H 1.581872 -3.016262 -2.894223 0.04 0.03 -0.03
H 0.346085 -2.366094 -3.978655 -0.12 0.00 -0.02
H 0.223400 0.470422 -1.891476 -0.01 -0.07 0.01
H 0.940320 -0.148576 -3.396103 0.03 0.00 -0.01
H -0.828313 -0.293339 -3.136361 0.00 -0.01 0.00
S -3.187413 1.592508 4.383305 0.19 0.10 0.09
Sb -5.144528 0.781396 3.987964 -0.17 -0.04 -0.08
S -2.161011 -2.441804 0.849869 0.23 0.11 -0.36
S -2.598524 -0.511086 1.822675 0.10 0.11 0.01
S -4.559288 -0.526803 1.675531 0.10 0.11 -0.05
C 1.215796 6.181301 0.029121 0.05 0.07 -0.02
C 0.716537 4.788998 0.178938 -0.09 -0.14 0.01
C 1.597794 3.705777 0.214859 0.01 0.02 0.00
C 1.168083 2.407937 0.365484 -0.09 -0.01 0.01
C 2.229170 1.347086 0.440536 0.08 -0.05 -0.03
C -0.246015 2.158963 0.486450 -0.16 -0.07 0.00
C -1.163369 3.269549 0.470969 0.05 -0.04 0.00
C -2.655769 3.157477 0.606519 -0.08 0.04 0.07
C -0.651787 4.537486 0.315066 0.05 -0.01 -0.03
C -0.699776 0.815871 0.599685 -0.01 0.27 0.00
O -2.055419 0.578019 0.667585 -0.24 -0.13 0.06
O 0.032625 -0.200679 0.577676 0.23 -0.10 0.28
H 2.238806 6.207853 -0.338994 0.00 0.02 0.01
H 1.193080 6.677694 1.003647 0.00 0.01 -0.01
H 0.575886 6.757646 -0.638580 0.00 0.01 0.01
H 2.659551 3.900324 0.129584 -0.01 -0.02 0.00
H 3.209047 1.814198 0.380400 -0.01 -0.02 0.00
H 2.152788 0.620490 -0.371930 0.01 0.02 0.02
H 2.173728 0.795749 1.379421 0.00 0.00 0.00
H -3.103558 2.570745 -0.194604 -0.01 0.02 0.00
H -3.092993 4.152250 0.580578 0.00 -0.01 0.00
H -2.926649 2.695444 1.557484 -0.04 0.03 -0.03
H -1.334219 5.377780 0.291470 -0.01 -0.02 0.00
```
Positions in Å, forces in eV/Å.

As for the orbital gap: 0.253 Eh. As for the largest force on an atom: 0.7 eV/Å. The calculation puts the electronic energy at -2911.10298 Ha. The HOMO energy comes out at -16.9 eV. Its total charge is +3.